Entry 1:
DFT (wB97M-V/def2-TZVPD) results for C54H51MgN7OPSSi as an isolated structure.

```
117
Properties=species:S:1:pos:R:3:forces:R:3
Mg -0.581 0.463 -0.521 0.10 0.13 -0.32
C 11.315 -6.013 -2.796 1.30 -1.19 -0.69
O 10.268 -5.605 -3.635 -0.20 -0.16 -0.76
C 9.015 -5.296 -3.249 0.94 0.02 2.08
C 8.107 -5.061 -4.245 -0.52 0.14 1.30
C 6.869 -4.558 -3.953 0.53 0.42 1.15
C 6.505 -4.223 -2.633 -0.06 -0.05 -0.66
C 7.419 -4.513 -1.625 -0.45 -0.17 0.09
C 8.635 -5.106 -1.909 0.79 -0.09 0.40
C 5.206 -3.569 -2.376 0.11 -0.24 -0.24
N 4.589 -2.730 -3.164 0.41 0.25 -0.71
C 3.429 -2.405 -2.528 0.48 -0.24 -1.33
C 3.288 -3.096 -1.374 -0.14 0.66 1.62
N 4.430 -3.821 -1.287 0.61 -0.96 1.34
C 2.306 -2.782 -0.354 0.81 -0.56 -1.45
C 2.250 -3.407 0.892 -0.90 0.77 0.65
C 1.206 -3.031 1.725 0.08 -0.55 -0.31
C 0.360 -1.988 1.318 -0.17 -0.22 -0.29
N 0.419 -1.390 0.137 0.38 -0.20 -0.39
C 1.354 -1.830 -0.748 -0.29 0.20 0.50
C 1.352 -1.273 -2.095 0.31 0.61 -1.12
N 0.308 -0.458 -2.449 0.45 -0.47 1.05
C 0.252 0.043 -3.668 0.83 -0.68 0.24
C 1.246 -0.194 -4.625 0.32 0.06 0.96
C 2.359 -0.930 -4.262 -0.38 -0.16 -0.47
C 2.435 -1.539 -3.003 -2.45 1.14 0.79
H 12.157 -6.313 -3.518 -1.27 0.36 1.23
H 11.070 -6.852 -2.140 -0.27 -0.29 -0.37
H 11.701 -5.278 -2.117 0.01 1.03 0.10
H 8.415 -5.284 -5.203 0.42 -0.25 -2.09
H 6.292 -4.317 -4.790 -1.37 0.30 -0.82
H 7.201 -4.257 -0.592 -0.05 -0.07 -0.05
H 9.296 -5.357 -1.058 -0.25 0.26 -0.81
H 4.706 -4.342 -0.473 0.12 -0.21 -0.15
H 3.001 -4.116 1.226 -0.20 -0.12 -0.21
H 0.958 -3.614 2.615 0.29 0.60 -0.01
H -0.436 -1.647 1.944 -0.21 0.11 0.50
H -0.596 0.641 -3.883 -0.66 0.53 -0.26
H 1.159 0.299 -5.571 0.06 -0.05 -0.47
H 3.139 -1.118 -4.982 0.24 0.03 -0.03
C 0.273 5.891 1.241 0.42 -2.05 0.99
Si 1.593 5.183 0.137 0.57 -0.89 0.06
C 1.726 6.269 -1.352 0.69 -1.32 -1.41
C 3.263 5.065 1.018 -0.83 -0.78 -0.61
C 0.973 3.434 -0.232 0.36 1.03 0.14
C 0.458 2.329 -0.337 -0.33 -0.61 -0.11
H 0.417 6.897 1.518 0.06 1.28 0.28
H 0.206 5.253 2.171 0.06 0.67 -0.83
H -0.638 5.736 0.702 -0.82 0.18 -0.25
H 2.030 7.251 -1.141 0.78 1.39 0.74
H 0.759 6.428 -1.763 -1.08 -0.18 -0.62
H 2.396 5.914 -2.185 -0.65 0.10 0.88
H 3.706 6.013 1.264 0.08 0.37 0.34
H 3.980 4.472 0.462 0.13 0.05 -0.39
H 3.037 4.443 1.873 0.16 0.13 0.73
C -1.286 -3.128 7.179 1.22 -0.67 0.47
N -0.630 -1.839 7.096 0.03 0.73 -0.05
C -0.267 -1.017 8.266 -0.22 -0.11 -0.22
C 0.549 0.092 7.620 -0.07 0.92 -0.12
N -0.059 0.157 6.287 0.46 -0.30 0.30
C -0.616 -1.064 5.979 0.00 0.16 0.95
S -1.261 -1.421 4.516 -0.22 -0.40 -0.89
H -0.683 -3.761 7.883 -0.67 0.53 -0.46
H -1.217 -3.605 6.198 -0.23 0.17 0.14
H -2.319 -3.086 7.516 -0.10 0.15 -0.01
H 0.363 -1.545 8.967 -0.23 -0.42 0.31
H -1.189 -0.605 8.763 0.83 -0.43 -0.36
H 1.651 -0.042 7.542 -0.68 -0.40 0.27
H 0.365 1.023 8.162 0.19 0.00 -0.13
H 0.520 0.558 5.565 -0.36 0.10 -0.21
N -1.992 0.499 1.135 1.11 -0.67 -0.84
C -2.658 0.938 1.944 -1.36 0.97 1.16
C -3.519 1.639 2.881 1.71 0.19 -0.40
C -3.014 2.831 3.440 -1.33 -0.72 0.38
C -3.875 3.499 4.288 -0.50 0.45 0.09
C -5.202 3.072 4.558 0.60 0.59 0.62
C -5.600 1.852 4.055 -0.22 0.11 -0.57
C -4.762 1.153 3.191 -0.79 -1.17 -0.56
H -2.028 3.215 3.254 0.20 -0.09 -0.21
H -3.486 4.410 4.702 -0.21 0.36 0.29
H -5.905 3.681 5.192 1.03 -0.71 -0.74
H -6.598 1.487 4.227 -0.12 -0.12 0.14
H -5.093 0.224 2.673 0.18 0.76 0.67
C -3.193 -0.179 -6.301 -0.12 0.48 0.16
C -3.580 -1.112 -5.338 0.42 0.10 -0.26
C -3.749 -0.811 -4.012 -0.37 2.25 0.13
C -3.510 0.510 -3.560 0.61 -0.99 0.30
C -3.076 1.441 -4.494 0.34 0.19 0.17
C -3.007 1.148 -5.869 0.50 -0.27 0.11
P -3.248 0.900 -1.738 0.07 0.42 -1.21
C -4.505 -0.058 -0.858 0.49 -0.15 -0.58
C -4.084 -1.360 -0.652 -1.23 -1.19 1.01
C -4.953 -2.226 0.037 1.31 -0.18 -0.80
C -6.168 -1.797 0.503 0.64 -0.94 0.07
C -6.528 -0.503 0.370 -0.62 1.47 -0.65
C -5.743 0.345 -0.378 0.37 1.04 0.02
C -3.791 2.629 -1.663 0.60 -0.38 0.52
C -5.072 3.004 -2.036 -0.49 1.49 0.22
C -5.525 4.294 -1.800 1.17 0.37 -0.19
C -4.595 5.258 -1.317 -1.53 -0.04 -0.64
C -3.263 4.931 -1.119 -0.90 -0.66 0.78
C -2.890 3.564 -1.156 0.29 1.02 -0.46
H -3.050 -0.539 -7.340 -0.12 0.66 0.75
H -3.689 -2.136 -5.587 -0.28 -0.81 -0.58
H -4.209 -1.501 -3.360 -0.05 -0.98 0.72
H -2.661 2.367 -4.071 -0.53 0.02 -0.67
H -2.696 1.964 -6.532 -0.13 -0.54 0.07
H -3.151 -1.765 -1.027 0.16 0.25 0.05
H -4.659 -3.257 0.189 -0.02 -0.04 -0.07
H -6.816 -2.518 0.905 -0.80 -0.70 0.86
H -7.444 -0.100 0.756 -0.44 -0.14 0.14
H -6.094 1.356 -0.566 0.16 -0.15 0.18
H -5.786 2.389 -2.522 -0.17 -1.07 -0.33
H -6.534 4.547 -2.137 0.36 0.16 0.45
H -5.006 6.271 -1.152 0.67 -0.51 -0.14
H -2.633 5.743 -0.792 0.51 -0.26 0.04
H -1.865 3.276 -0.873 -0.49 0.10 -0.15
```
Positions in Å, forces in eV/Å.

Values from the calculation:
2S+1   1
Lowest unoccupied orbital energy   -2.6 eV
DFT total energy   -102747.8824 eV
Energy above the lowest of the compared OMol25 structures with the same formula, charge and spin   61.5 kcal per mole
Charge   +1

Entry 2:
DFT (wB97M-V/def2-TZVPD) results for C35H34BrFGe2N4O6Rh as an isolated structure.

```
84
Properties=species:S:1:pos:R:3:forces:R:3
Rh -0.577 -0.198 -0.125 0.19 -0.58 0.58
C -3.203 -1.425 1.394 -0.13 -0.03 0.03
O -1.821 -1.614 1.006 -0.02 0.28 -0.18
C -1.324 -2.910 1.260 0.07 -0.08 0.03
C -2.053 -3.886 1.910 0.06 0.02 -0.03
C -1.476 -5.146 2.055 -0.02 0.01 0.00
Br -2.467 -6.491 2.913 0.00 0.00 0.01
C -0.208 -5.420 1.588 0.04 0.03 0.02
C 0.534 -4.425 0.949 -0.02 -0.03 0.04
C -0.053 -3.184 0.780 -0.11 0.10 -0.01
O 0.573 -2.145 0.096 0.13 0.29 -0.33
C 1.875 -4.748 0.448 -0.07 -0.11 0.05
N 2.240 -5.960 0.159 -0.01 0.07 0.00
C 3.557 -5.855 -0.260 0.02 -0.01 0.00
C 4.435 -6.853 -0.688 -0.03 0.01 0.02
C 5.706 -6.468 -1.047 0.01 0.02 0.01
C 6.112 -5.121 -0.988 -0.01 0.00 0.01
C 5.256 -4.122 -0.572 0.01 -0.03 -0.01
C 3.973 -4.521 -0.212 0.03 0.00 -0.03
N 2.863 -3.810 0.224 0.04 0.10 -0.18
H -3.833 -2.115 0.835 0.01 0.00 0.01
H -3.466 -0.408 1.141 0.01 0.04 -0.02
H -3.307 -1.588 2.464 0.02 0.02 0.01
H -3.047 -3.716 2.288 0.00 -0.01 0.02
H 0.240 -6.396 1.704 -0.01 -0.01 0.00
H 1.092 -2.487 -0.652 0.08 -0.11 0.09
H 4.118 -7.886 -0.722 0.00 0.00 -0.02
H 6.416 -7.212 -1.382 0.01 0.00 0.00
H 7.122 -4.865 -1.276 0.00 0.00 -0.01
H 5.574 -3.089 -0.534 0.00 0.00 0.01
H 2.883 -2.865 0.566 0.04 -0.10 0.14
F 4.265 3.690 2.566 -0.01 0.00 0.03
C 4.285 2.981 1.445 -0.02 -0.01 -0.05
C 3.280 3.036 0.574 0.04 0.10 0.05
N 3.302 2.308 -0.608 0.01 0.00 0.03
C 2.139 2.257 -1.461 0.12 0.00 0.00
C 1.114 1.308 -0.921 0.28 -0.01 -0.08
O 0.646 1.375 0.265 -0.22 -0.26 0.04
O 0.629 0.353 -1.602 -0.49 0.12 -0.07
C 4.379 1.493 -0.956 -0.02 -0.04 0.08
O 4.376 0.825 -1.964 -0.03 -0.05 0.02
N 5.408 1.504 -0.047 0.02 0.01 -0.04
C 5.468 2.144 1.200 -0.01 -0.03 0.01
O 6.389 1.993 1.950 0.01 0.05 -0.02
H 2.420 3.668 0.745 0.00 -0.02 -0.02
H 2.435 1.902 -2.447 0.02 0.05 0.00
H 1.680 3.247 -1.546 -0.06 -0.03 -0.02
H 6.216 0.949 -0.297 -0.01 -0.02 0.01
C -3.301 4.478 1.695 0.02 -0.07 -0.15
Ge -2.084 2.995 1.962 -0.02 -0.04 0.34
C -0.261 3.487 2.375 0.02 -0.02 -0.15
C -2.728 1.601 3.152 0.03 0.02 -0.09
Ge -2.110 1.600 -0.495 -0.03 0.47 -0.36
C -1.349 2.901 -1.724 0.15 -0.01 0.12
C -1.058 4.214 -1.357 -0.03 0.01 -0.03
C -0.483 5.085 -2.273 0.00 0.01 0.02
C -0.182 4.645 -3.554 0.01 0.02 -0.02
C -0.461 3.336 -3.924 0.00 -0.03 0.00
C -1.035 2.461 -3.012 -0.09 0.08 -0.05
C -3.942 1.093 -0.837 0.09 -0.34 0.12
C -4.115 0.249 -1.939 -0.06 0.06 0.00
C -5.375 -0.252 -2.233 0.03 -0.01 -0.02
C -6.455 0.070 -1.424 -0.03 0.00 0.00
C -6.284 0.901 -0.324 -0.01 0.01 0.03
C -5.027 1.402 -0.020 0.00 0.07 -0.09
H -3.313 4.983 2.667 -0.03 0.02 -0.01
H -4.311 4.161 1.451 -0.03 0.00 0.02
H -2.950 5.180 0.943 -0.01 0.02 0.03
H -0.313 3.902 3.386 0.03 0.02 -0.01
H 0.127 4.249 1.703 -0.02 0.02 0.01
H 0.400 2.625 2.379 0.00 0.01 0.04
H -2.692 2.062 4.144 -0.03 -0.05 0.02
H -2.063 0.740 3.156 0.01 -0.02 0.02
H -3.750 1.293 2.949 -0.04 0.00 -0.01
H -1.293 4.580 -0.366 0.04 0.00 -0.02
H -0.274 6.108 -1.988 0.00 0.01 0.00
H 0.265 5.323 -4.267 0.00 0.00 0.00
H -0.233 2.994 -4.925 0.00 0.00 0.00
H -1.238 1.443 -3.323 0.01 -0.01 0.01
H -3.284 -0.004 -2.589 0.01 -0.02 0.01
H -5.513 -0.891 -3.095 0.00 0.00 0.00
H -7.436 -0.324 -1.652 0.00 0.01 0.00
H -7.132 1.157 0.298 0.00 0.00 0.00
H -4.911 2.049 0.840 0.01 -0.01 0.04
```
Positions in Å, forces in eV/Å.

Values from the calculation:
2S+1   2
Lowest unoccupied orbital energy (alpha / beta)   -7.9 / -9.2 eV
Expectation value of S²   0.76
DFT total energy   -243875.9776 eV
Energy above the lowest of the compared OMol25 structures with the same formula, charge and spin   0.0 kcal per mole
Charge   +2

Entry 3:
DFT (wB97M-V/def2-TZVPD) results for a 2-piece molecular cluster, C3H3Br2F3O overall.

```
12
Properties=species:S:1:pos:R:3:forces:R:3
C -1.319 0.268 -0.515 6.60 -1.52 -0.99
C 0.233 -0.504 0.749 -2.22 1.64 -1.62
C 1.330 0.540 0.492 -0.84 0.06 0.76
O -1.283 -0.593 -1.534 1.26 3.47 -0.96
F -0.086 -0.620 2.090 0.45 0.39 -1.17
F 0.941 1.738 0.980 -0.61 0.22 -0.06
F 2.422 0.264 1.170 1.44 -0.59 0.34
Br 0.699 -2.180 0.007 0.02 -0.32 0.23
Br 1.717 0.789 -1.379 0.33 -0.08 -0.13
H -0.874 1.198 -0.795 0.31 0.39 -0.29
H -1.982 0.427 0.186 -4.30 -0.30 3.17
H -1.797 -1.325 -1.451 -2.43 -3.37 0.73
```
Positions in Å, forces in eV/Å.

Values from the calculation:
2S+1   1
Lowest unoccupied orbital energy   0.4 eV
DFT total energy   -153441.7253 eV
Energy above the lowest of the compared OMol25 structures with the same formula, charge and spin   7.1 kcal per mole
Charge   0

Entry 4:
DFT (wB97M-V/def2-TZVPD) results for C3H9IN2 in the gas phase.

```
15
Properties=species:S:1:pos:R:3:forces:R:3
C 0.852 -1.126 0.338 1.14 2.09 3.52
C 0.605 0.386 0.171 0.01 -0.16 1.17
C -0.690 0.678 0.946 2.59 4.51 -1.36
N 0.693 0.651 -1.287 1.24 1.13 0.60
N -0.336 0.246 -2.023 1.18 -0.19 1.17
I 1.104 2.988 -1.354 -0.31 -0.64 -0.07
H -0.036 -1.623 0.593 -1.15 -0.88 0.42
H 1.153 -1.413 -0.573 1.72 -1.86 -3.00
H 1.638 -1.218 1.181 -1.23 -0.41 -1.57
H 1.443 0.855 0.754 -0.72 0.19 -1.46
H -1.482 0.392 0.403 -3.15 -1.46 -1.90
H -0.874 1.784 1.152 0.55 -1.40 0.12
H -0.570 0.076 1.750 -0.24 -1.28 3.01
H -1.233 0.485 -1.674 -1.10 0.21 -0.40
H -0.097 0.207 -2.995 -0.51 0.15 -0.25
```
Positions in Å, forces in eV/Å.

Values from the calculation:
2S+1   1
Lowest unoccupied orbital energy (alpha / beta)   -0.4 / -0.4 eV
Structure (SMILES)   CC(C)N(N)I
DFT total energy   -14335.1752 eV
Energy above the lowest of the compared OMol25 structures with the same formula, charge and spin   46.2 kcal per mole
Charge   0

Record-wise max |F| values, in eV Å⁻¹: 2.81; 0.85; 6.84; 5.37